# 1
Molecular formula: C2H2N2O3
Method: DFT, ωB97M-V/def2-TZVPD

The geometry in XYZ format:
```
9
Properties=species:S:1:pos:R:3:forces:R:3:mulliken_charge:R:1
C -0.898 -0.170 0.288 -1.0 3.9 -1.4 0.85
C 0.898 0.449 -0.360 4.2 6.1 -1.2 0.34
H -2.311 0.767 1.000 -0.6 3.4 0.1 0.35
H 1.631 -1.201 0.350 -1.7 0.1 -2.5 0.33
N -0.389 0.906 -0.117 3.3 1.6 -0.5 -0.46
N 0.964 -0.944 -0.517 1.5 -0.2 2.8 -0.15
O -1.992 -0.075 0.886 -2.8 -6.1 1.9 -0.45
O 1.914 1.193 -0.386 -2.7 -2.8 -0.1 -0.59
O -0.341 -1.240 -0.060 -0.1 -6.0 0.9 -0.21
```
Forces are in eV/Å.

- LUMO energy: 0.3 eV
- HOMO level: -10.3 eV

# 2
Molecular formula: C2H4F2S
Method: DFT, ωB97M-V/def2-TZVPD

The geometry in XYZ format:
```
9
Properties=species:S:1:pos:R:3:forces:R:3:mulliken_charge:R:1
C -0.105 1.006 -0.608 -1.0 0.7 2.3 -1.05
C 0.204 -0.215 0.378 -2.5 -0.1 -1.6 0.69
F -0.430 -0.039 1.567 -0.4 0.9 0.3 -0.23
F 1.435 -0.483 0.710 2.5 0.6 0.0 -0.23
S -0.493 -1.761 -0.321 0.1 -0.2 -0.1 -0.24
H 0.472 1.083 -1.529 0.0 -0.6 0.1 0.34
H -1.237 0.928 -0.806 1.9 0.2 0.1 0.31
H 0.079 2.001 -0.039 -0.4 -1.7 -0.7 0.28
H 0.076 -2.520 0.649 -0.2 0.2 -0.3 0.14
```
Forces are in eV/Å.

- LUMO energy: 0.8 eV
- Structure (SMILES): CC(F)(F)S
- HOMO level: -9.8 eV

# 3
Molecular formula: C34H39As2N5O8S3Zn
Method: DFT, ωB97M-V/def2-TZVPD

The geometry in XYZ format:
```
92
Properties=species:S:1:pos:R:3:forces:R:3:mulliken_charge:R:1
Zn -0.642 1.085 -1.100 0.1 0.0 0.2 -0.68
S 0.673 -0.898 -0.713 0.3 -0.1 -0.1 -0.86
C -0.309 -2.320 -0.331 0.0 -0.1 -0.1 1.83
C -0.557 -2.772 0.952 0.0 0.1 0.0 -0.29
C -1.348 -3.898 1.151 0.0 -0.1 0.0 -0.51
C -1.596 -4.389 2.473 0.0 0.0 0.0 -0.11
N -1.805 -4.801 3.528 0.0 0.0 0.0 -0.67
C -1.904 -4.544 0.033 0.0 0.0 0.0 1.01
C -1.653 -4.081 -1.243 0.1 0.0 0.0 -0.54
C -0.838 -2.955 -1.484 -0.2 0.1 0.0 -0.57
S -0.585 -2.343 -3.068 0.0 0.0 0.1 -0.38
C -2.754 -5.694 0.192 0.0 0.0 0.0 -0.27
N -3.441 -6.612 0.288 0.0 0.0 0.0 -0.67
H -0.131 -2.253 1.800 -0.1 0.0 0.0 0.48
H -2.094 -4.582 -2.095 0.0 0.0 0.0 0.47
S -3.524 -1.043 0.093 -0.1 -0.1 0.0 -0.32
C -4.505 -1.745 -1.042 0.0 0.0 0.1 0.30
N -5.822 -2.012 -0.744 0.0 0.0 0.0 -0.01
C -6.724 -2.567 -1.596 0.0 0.0 0.0 -0.36
C -6.359 -2.906 -2.852 0.0 0.0 0.0 -0.63
C -5.008 -2.668 -3.235 0.0 0.0 0.0 -0.49
C -4.119 -2.115 -2.374 0.1 0.0 0.0 0.00
H -6.099 -1.758 0.194 0.0 0.0 0.0 0.25
H -7.719 -2.711 -1.199 0.0 0.0 0.0 0.39
H -7.075 -3.348 -3.528 0.0 0.0 0.0 0.38
H -4.676 -2.937 -4.231 0.0 0.0 0.0 0.44
H -3.085 -1.956 -2.658 0.0 0.0 0.0 0.01
C 4.351 3.744 2.024 0.0 0.0 0.0 -0.26
O 5.363 3.015 1.309 0.0 0.0 0.0 -0.43
C 5.299 1.668 1.276 0.0 0.0 0.0 -0.24
O 6.261 1.046 0.905 0.0 0.0 0.0 -0.65
C 4.000 1.032 1.657 0.0 0.0 0.1 0.21
C 3.899 0.427 2.840 0.0 0.0 -0.1 0.45
As 2.279 -0.442 3.627 0.0 0.0 0.0 0.07
C 1.940 1.163 4.716 0.0 0.0 0.0 -1.36
C 1.110 -0.216 2.113 0.0 0.0 -0.1 -0.47
C 1.706 -0.489 0.769 0.0 0.0 0.1 1.14
As 2.581 1.257 0.302 0.0 0.0 0.0 2.41
C 3.699 0.915 -1.296 0.0 0.0 0.0 -1.57
C 2.709 -1.649 0.735 0.0 0.0 0.0 -1.42
O 3.758 -1.675 0.144 0.0 0.0 0.0 -0.45
O 2.242 -2.712 1.412 0.1 0.0 0.1 0.27
C 2.985 -3.919 1.256 0.0 0.0 0.0 -0.95
C -0.103 0.431 2.381 0.0 -0.1 0.0 -0.08
O -0.584 0.656 3.493 0.0 0.0 0.0 -0.75
O -0.840 0.837 1.260 -0.1 0.0 0.0 0.45
C -2.023 1.588 1.577 0.0 0.0 0.0 -1.03
C 5.073 0.450 3.764 0.0 0.0 0.0 -0.29
O 5.376 1.416 4.424 0.0 0.0 0.0 -0.63
O 5.790 -0.680 3.900 0.0 0.0 0.0 -0.43
C 5.566 -1.743 2.963 0.0 0.0 0.0 -0.40
H 4.684 4.779 2.010 0.0 0.0 0.0 0.34
H 4.284 3.387 3.051 0.0 0.0 0.0 0.22
H 3.382 3.670 1.533 0.0 0.0 0.0 -0.03
H 2.807 1.305 5.363 0.0 0.0 0.0 0.45
H 1.037 1.007 5.297 0.0 0.0 0.0 0.43
H 1.807 2.030 4.070 0.0 0.0 0.0 0.27
H 3.881 1.867 -1.794 0.0 0.0 0.0 0.42
H 3.123 0.273 -1.964 0.0 0.0 0.0 0.49
H 4.635 0.421 -1.052 0.0 0.0 0.0 0.44
H 2.558 -4.621 1.967 0.0 0.0 0.0 0.27
H 4.042 -3.756 1.460 0.0 0.0 0.0 0.30
H 2.874 -4.294 0.238 0.0 0.0 0.0 0.28
H -2.501 1.813 0.624 0.0 0.0 0.0 0.31
H -1.751 2.511 2.090 0.0 0.0 0.0 0.15
H -2.684 1.006 2.216 0.0 0.0 0.0 0.30
H 6.367 -2.456 3.140 0.0 0.0 0.0 0.37
H 5.608 -1.378 1.939 0.0 0.0 0.0 0.24
H 4.602 -2.218 3.152 0.0 0.0 0.0 0.15
C 1.749 4.511 -1.483 0.0 0.0 0.0 -0.71
C 0.524 4.246 -0.608 0.0 0.0 0.0 0.13
C -0.298 3.093 -1.107 0.0 0.1 0.0 0.62
N -1.451 3.332 -1.621 0.0 -0.1 -0.2 -0.88
H 2.362 5.329 -1.092 0.0 0.0 0.0 0.30
H 1.440 4.767 -2.499 0.0 0.0 0.0 0.38
H 2.375 3.619 -1.547 0.0 0.0 0.0 -0.16
H -0.097 5.148 -0.551 0.0 0.0 0.0 0.45
H 0.861 4.018 0.410 0.0 0.0 0.0 -0.02
C -3.190 3.517 -3.646 0.0 0.0 0.0 -1.98
C -2.964 2.117 -3.073 0.0 0.0 -0.1 1.77
C -2.279 1.254 -4.147 0.0 0.0 0.0 -1.63
C -4.330 1.505 -2.744 0.0 0.0 0.0 -1.36
N -2.161 2.134 -1.856 -0.1 0.2 0.1 1.04
H -3.831 3.444 -4.532 0.0 0.0 0.0 0.41
H -2.248 3.987 -3.928 0.0 0.0 0.0 0.41
H -3.672 4.162 -2.910 0.0 0.0 0.0 0.41
H -2.869 1.195 -5.070 0.0 0.0 0.0 0.41
H -2.124 0.239 -3.769 0.0 0.0 0.0 0.13
H -1.299 1.676 -4.385 0.0 0.0 0.0 0.35
H -4.919 1.309 -3.648 0.0 0.0 0.0 0.39
H -4.889 2.182 -2.093 0.0 0.0 0.0 0.38
H -4.188 0.571 -2.203 0.0 0.0 0.0 -0.05
```
Forces are in eV/Å.

- LUMO energy: 3.8 eV
- HOMO level: -1.8 eV
- Total charge: -2

# 4
Molecular formula: C11H16N3
Method: DFT, ωB97M-V/def2-TZVPD

The geometry in XYZ format:
```
30
Properties=species:S:1:pos:R:3:forces:R:3:mulliken_charge:R:1
C 3.038 -1.484 -0.594 0.1 -0.1 0.6 -0.12
C -0.718 -1.539 -0.742 2.0 0.7 1.0 -0.88
C 1.699 -1.017 -1.051 3.2 0.8 0.4 -0.11
C 0.611 -1.922 -0.906 -2.6 -0.6 -1.0 1.09
C -1.297 -0.398 -0.053 0.3 0.9 -0.1 1.01
C 1.719 0.132 -1.751 -0.6 0.0 -0.2 0.48
C 0.962 -3.377 -1.195 0.7 0.1 5.0 -1.54
C -2.823 -0.066 -0.241 1.9 -0.2 -0.5 -1.42
C -0.180 2.908 0.568 -0.8 -1.3 -0.8 -1.11
C -0.092 1.584 2.757 -0.3 -2.7 -0.9 -1.28
C -0.825 1.656 1.392 -0.9 1.9 -0.7 0.05
N 3.995 -1.882 -0.066 -1.4 0.6 -1.0 -0.40
N -0.514 0.387 0.641 -3.4 2.0 0.5 -0.21
N 1.682 1.180 -2.332 -0.3 -0.6 0.5 -0.44
H -1.457 -2.255 -0.788 -1.3 -1.9 -0.6 0.50
H 0.655 -3.990 -0.254 0.3 0.9 -1.5 0.33
H 2.018 -3.602 -1.270 0.3 0.5 -0.1 0.43
H 0.511 -3.826 -1.979 -1.9 -0.9 -2.7 0.41
H -2.987 0.996 -0.048 -0.2 -0.4 0.1 0.46
H -3.554 -0.712 0.257 0.5 0.1 0.2 0.33
H -2.922 -0.223 -1.318 -0.4 0.0 0.0 0.38
H -0.817 3.832 0.530 0.5 -1.2 -0.2 0.31
H 0.792 3.177 0.922 0.4 0.3 1.2 0.38
H 0.181 2.523 -0.419 -1.2 0.6 0.2 0.26
H -0.445 2.274 3.483 -0.5 0.7 0.4 0.39
H 0.995 1.795 2.604 -0.8 -0.6 0.2 0.36
H -0.318 0.509 3.121 0.8 1.8 0.0 0.31
H -1.995 1.748 1.436 2.5 -0.1 0.3 0.41
H 0.444 0.330 0.640 2.8 -1.2 -0.4 0.28
H 1.640 1.262 -3.344 0.3 0.1 -0.1 0.33
```
Forces are in eV/Å.

- LUMO energy: -4.8 eV
- Structure (SMILES): C/C(=C/C(C)=C(/C#N)C#[NH+])NC(C)C
- HOMO level: -12.8 eV
- Total charge: +1

# 5
Molecular formula: Cl2H2NP
Method: DFT, ωB97M-V/def2-TZVPD

The geometry in XYZ format:
```
6
Properties=species:S:1:pos:R:3:forces:R:3:mulliken_charge:R:1
N -0.198 -0.729 0.124 -0.4 -2.1 -1.5 -0.10
P 0.107 0.781 0.826 -0.5 2.6 -2.3 0.00
Cl -1.772 -1.532 0.388 1.2 1.0 0.1 -0.01
Cl 0.158 -0.850 -1.607 -0.1 -0.2 1.0 -0.04
H 1.519 0.785 0.971 -0.1 -0.5 -0.3 0.09
H 0.186 1.545 -0.702 -0.1 -0.9 3.1 0.06
```
Forces are in eV/Å.

- LUMO energy: -0.7 eV
- Structure (SMILES): PN(Cl)Cl
- HOMO level: -9.8 eV

# 6
Molecular formula: C3H11NO2Si
Method: DFT, ωB97M-V/def2-TZVPD

The geometry in XYZ format:
```
18
Properties=species:S:1:pos:R:3:forces:R:3:mulliken_charge:R:1
C -2.060 -1.290 -0.106 0.3 1.0 0.1 -0.56
C -0.459 1.993 -0.902 0.0 1.1 -2.2 -0.66
C 1.236 -0.549 2.012 0.2 0.6 -1.0 -0.88
N 1.922 -0.219 -1.075 0.0 1.3 0.0 -0.38
O -0.789 -1.715 -0.296 4.9 1.3 -0.1 -0.64
O 0.075 1.242 0.177 -0.7 1.5 -0.1 -0.16
Si 0.840 -0.159 0.243 -2.6 -2.1 -1.8 0.48
H -2.187 -0.275 -0.477 -0.5 0.5 0.2 0.17
H -2.253 -1.384 0.934 -1.0 0.4 1.3 0.24
H -2.757 -1.898 -0.628 -0.8 -0.8 -0.7 0.28
H -1.176 2.799 -0.569 1.0 -0.9 0.2 0.28
H -1.053 1.367 -1.603 0.4 0.0 0.6 0.29
H 0.325 2.517 -1.634 -1.1 -1.1 2.0 0.21
H 1.636 -1.531 2.195 -0.2 -0.4 0.1 0.32
H 1.976 0.170 2.325 0.4 0.3 0.1 0.30
H 0.337 -0.308 2.560 -0.3 -0.4 0.2 0.27
H 2.162 0.366 -1.903 -0.8 -0.4 1.5 0.22
H 2.223 -1.125 -1.252 0.8 -1.9 -0.5 0.20
```
Forces are in eV/Å.

- LUMO energy: 0.6 eV
- HOMO level: -8.2 eV

Please write out number 4 again, unchanged.
Molecular formula: C11H16N3
Method: DFT, ωB97M-V/def2-TZVPD

The geometry in XYZ format:
```
30
Properties=species:S:1:pos:R:3:forces:R:3:mulliken_charge:R:1
C 3.038 -1.484 -0.594 0.1 -0.1 0.6 -0.12
C -0.718 -1.539 -0.742 2.0 0.7 1.0 -0.88
C 1.699 -1.017 -1.051 3.2 0.8 0.4 -0.11
C 0.611 -1.922 -0.906 -2.6 -0.6 -1.0 1.09
C -1.297 -0.398 -0.053 0.3 0.9 -0.1 1.01
C 1.719 0.132 -1.751 -0.6 0.0 -0.2 0.48
C 0.962 -3.377 -1.195 0.7 0.1 5.0 -1.54
C -2.823 -0.066 -0.241 1.9 -0.2 -0.5 -1.42
C -0.180 2.908 0.568 -0.8 -1.3 -0.8 -1.11
C -0.092 1.584 2.757 -0.3 -2.7 -0.9 -1.28
C -0.825 1.656 1.392 -0.9 1.9 -0.7 0.05
N 3.995 -1.882 -0.066 -1.4 0.6 -1.0 -0.40
N -0.514 0.387 0.641 -3.4 2.0 0.5 -0.21
N 1.682 1.180 -2.332 -0.3 -0.6 0.5 -0.44
H -1.457 -2.255 -0.788 -1.3 -1.9 -0.6 0.50
H 0.655 -3.990 -0.254 0.3 0.9 -1.5 0.33
H 2.018 -3.602 -1.270 0.3 0.5 -0.1 0.43
H 0.511 -3.826 -1.979 -1.9 -0.9 -2.7 0.41
H -2.987 0.996 -0.048 -0.2 -0.4 0.1 0.46
H -3.554 -0.712 0.257 0.5 0.1 0.2 0.33
H -2.922 -0.223 -1.318 -0.4 0.0 0.0 0.38
H -0.817 3.832 0.530 0.5 -1.2 -0.2 0.31
H 0.792 3.177 0.922 0.4 0.3 1.2 0.38
H 0.181 2.523 -0.419 -1.2 0.6 0.2 0.26
H -0.445 2.274 3.483 -0.5 0.7 0.4 0.39
H 0.995 1.795 2.604 -0.8 -0.6 0.2 0.36
H -0.318 0.509 3.121 0.8 1.8 0.0 0.31
H -1.995 1.748 1.436 2.5 -0.1 0.3 0.41
H 0.444 0.330 0.640 2.8 -1.2 -0.4 0.28
H 1.640 1.262 -3.344 0.3 0.1 -0.1 0.33
```
Forces are in eV/Å.

- LUMO energy: -4.8 eV
- Structure (SMILES): C/C(=C/C(C)=C(/C#N)C#[NH+])NC(C)C
- HOMO level: -12.8 eV
- Total charge: +1